(1)
{
  "formula": "C4H7Br3",
  "method": "ωB97M-V/def2-TZVPD",
  "homo_energy_ev": -9.07,
  "homo_lumo_gap_ev": 9.5,
  "e_tot_ev": -214386.6991,
  "lumo_energy_ev": 0.40,
  "multiplicity": 1,
  "de_lowest_kj_mol": 141.7,
  "elements": ["C", "C", "C", "C", "Br", "Br", "Br", "H", "H", "H", "H", "H", "H", "H"],
  "coordinates": [[0.404, -0.548, -1.844], [-0.460, 0.523, 1.962], [0.760, -0.579, -0.459], [-0.773, 0.405, 0.576], [2.315, 0.441, 0.174], [-2.225, -0.739, -0.181], [-0.717, 2.108, -0.211], [0.283, 0.526, -2.140], [-0.488, -1.131, -2.233], [1.312, -0.898, -2.459], [0.247, 1.230, 2.217], [-1.361, 0.706, 2.537], [-0.124, -0.461, 2.201], [0.827, -1.584, -0.139]],
  "forces_ev_per_angstrom": [[1.0, 1.2, -4.1], [-2.1, -2.5, 1.5], [-2.1, 2.0, 3.4], [2.4, -1.9, -5.1], [-0.4, -0.7, -0.7], [0.2, 0.8, 1.4], [-0.6, 0.9, -0.6], [-0.1, -0.8, -0.1], [1.2, 0.6, 1.1], [-1.2, 0.3, 0.8], [1.5, 1.4, 0.1], [-0.2, 0.2, 0.3], [0.4, -0.7, 1.0], [0.1, -0.8, 1.2]]
}

---

(2)
{
  "formula": "C25H35Cl2N4O3SeTm",
  "method": "ωB97M-V/def2-TZVPD",
  "homo_energy_ev": [-5.75, -5.76],
  "homo_lumo_gap_ev": [6.0, 6.0],
  "e_tot_ev": -158518.5272,
  "lumo_energy_ev": [0.21, 0.21],
  "s2": 2.002,
  "multiplicity": 3,
  "de_lowest_kj_mol": 50.2,
  "elements": ["O", "C", "C", "C", "H", "C", "H", "C", "H", "C", "H", "C", "H", "H", "C", "C", "H", "H", "H", "C", "C", "H", "H", "H", "H", "Tm", "Cl", "Cl", "H", "H", "C", "C", "N", "H", "C", "O", "H", "H", "H", "H", "H", "H", "C", "C", "N", "H", "C", "O", "H", "H", "H", "H", "C", "N", "C", "Se", "N", "C", "C", "C", "C", "C", "C", "H", "H", "H", "H", "H", "H", "H", "H"],
  "coordinates": [[-0.345, 0.488, -2.531], [-1.238, 1.349, -2.904], [-0.944, 2.137, -4.129], [0.290, 2.797, -4.338], [0.751, 3.253, -3.466], [0.857, 2.999, -5.607], [1.789, 3.555, -5.714], [0.204, 2.572, -6.785], [0.703, 2.619, -7.762], [-1.077, 2.002, -6.606], [-1.653, 1.743, -7.498], [-1.644, 1.817, -5.337], [-2.674, 1.489, -5.209], [-2.349, 1.058, -2.780], [-3.106, 3.196, -2.050], [-2.399, 1.944, -1.684], [-3.848, 3.440, -1.268], [-3.722, 3.166, -2.978], [-2.453, 4.088, -2.086], [-2.365, 1.221, -0.530], [-3.235, 1.127, 0.691], [-1.557, 0.498, -0.406], [-3.714, 2.070, 1.051], [-2.518, 0.783, 1.496], [-4.009, 0.327, 0.707], [1.072, -1.055, -2.288], [1.869, 0.753, -0.622], [0.282, -2.551, -4.121], [4.617, 1.374, -3.790], [6.044, 1.530, -1.802], [3.837, 0.847, -3.239], [5.300, 1.003, -1.190], [4.511, 0.165, -2.109], [3.331, 0.095, -3.845], [4.081, -1.017, -1.702], [3.140, -1.664, -2.263], [5.788, 0.338, -0.449], [4.652, -1.440, -0.812], [3.120, 1.581, -2.846], [4.647, 1.728, -0.683], [-1.292, -4.614, 1.801], [-0.617, -6.250, -0.220], [-1.565, -3.861, 1.044], [-1.017, -5.429, -0.828], [-0.813, -4.146, -0.174], [-1.351, -2.863, 1.431], [0.086, -3.343, -0.721], [0.081, -2.070, -0.606], [-0.474, -5.388, -1.775], [0.843, -3.844, -1.357], [-2.633, -3.971, 0.817], [-2.078, -5.612, -1.023], [1.663, -1.655, 5.126], [0.603, -0.708, 4.958], [0.377, -0.007, 3.815], [1.291, -0.222, 2.296], [-0.672, 0.851, 4.127], [-1.083, 0.653, 5.456], [-1.984, 1.358, 6.255], [-2.049, 1.001, 7.622], [-1.206, -0.026, 8.140], [-0.316, -0.723, 7.312], [-0.272, -0.358, 5.977], [2.486, -1.233, 5.692], [2.022, -1.937, 4.148], [1.291, -2.526, 5.646], [-1.065, 1.610, 3.569], [-2.589, 2.155, 5.795], [-2.752, 1.512, 8.296], [-1.276, -0.250, 9.205], [0.329, -1.529, 7.656]],
  "forces_ev_per_angstrom": [[1.4, -1.8, 0.3], [-4.8, 2.4, 2.1], [0.7, -0.5, -2.4], [-0.4, 0.3, 0.1], [0.4, -0.4, 0.0], [-0.6, 0.1, -0.5], [-0.1, -0.2, 0.2], [-0.3, -0.6, 1.5], [-0.4, 0.1, 0.5], [0.1, 0.6, -0.2], [0.1, -0.1, 0.3], [0.5, 0.7, 0.7], [0.3, -0.5, -0.3], [0.6, -2.1, -3.2], [-1.5, 0.6, 0.2], [3.8, 0.4, 1.8], [0.2, -0.2, -0.1], [0.7, -0.2, 0.3], [0.0, -0.6, -0.2], [-0.1, 0.2, -0.9], [0.1, 0.2, 1.4], [0.1, 0.1, -0.7], [0.3, -0.6, -0.4], [-0.8, 0.5, -0.5], [0.3, 0.5, -0.4], [-2.1, 2.3, 0.3], [0.6, 0.1, 0.0], [0.0, -0.4, -0.2], [-0.1, -0.2, -0.2], [0.0, -0.1, 0.4], [0.4, 0.1, 0.8], [0.2, -0.4, -0.4], [-0.5, -0.1, 0.1], [0.2, 0.2, -0.1], [0.1, -0.3, 0.3], [2.0, 0.2, 0.6], [-0.2, 0.6, -0.4], [-0.9, 0.4, -1.1], [0.1, -0.3, -0.1], [0.1, -0.3, -0.1], [-0.1, 0.2, -0.2], [-0.2, 0.1, -0.1], [-0.4, -0.1, -0.2], [0.5, -0.4, 0.2], [0.4, -0.1, 0.1], [0.0, -0.1, -0.3], [-0.4, 2.0, -0.1], [0.3, -2.6, 0.4], [-0.3, -0.3, 0.0], [-0.5, 0.2, 0.0], [0.2, 0.2, 0.2], [0.2, 0.2, 0.0], [0.1, -0.3, 0.0], [-0.3, -0.3, 0.5], [-0.8, 0.5, 0.9], [-0.1, 0.3, -0.7], [-0.2, -0.1, 0.5], [0.2, 0.4, 0.0], [0.0, -0.2, 0.2], [0.5, -0.4, -0.4], [-0.6, 0.6, -0.5], [-0.2, 0.1, 0.1], [0.0, 0.7, -0.2], [0.2, 0.2, 0.1], [0.1, -0.1, -0.2], [-0.1, -0.3, 0.1], [0.6, -0.8, -0.2], [0.2, -0.4, 0.5], [0.5, -0.3, -0.4], [0.1, -0.1, -0.3], [-0.1, 0.3, 0.2]]
}

---

(3)
{
  "formula": "C6H6ClN3S",
  "method": "ωB97M-V/def2-TZVPD",
  "homo_energy_ev": [-7.70, -9.48],
  "homo_lumo_gap_ev": [6.0, 8.2],
  "e_tot_ev": -34142.7065,
  "lumo_energy_ev": [-1.73, -1.31],
  "multiplicity": 1,
  "de_lowest_kj_mol": 299.5,
  "elements": ["C", "C", "C", "C", "C", "C", "N", "N", "N", "S", "Cl", "H", "H", "H", "H", "H", "H"],
  "coordinates": [[-0.684, 0.893, 0.640], [1.276, 1.029, -1.846], [2.294, -0.364, 0.072], [2.246, 1.047, -0.664], [-0.604, 0.298, -0.684], [-1.787, -1.705, 0.601], [-0.784, 1.382, 1.654], [0.058, 0.727, -1.727], [1.352, -0.868, 0.620], [-1.599, -1.021, -1.065], [3.988, -0.840, 0.382], [1.560, 1.381, -2.906], [3.312, 1.215, -1.073], [1.935, 1.753, 0.025], [-0.841, -1.868, 1.162], [-2.391, -2.508, 0.480], [-2.341, -0.983, 1.052]],
  "forces_ev_per_angstrom": [[0.7, -1.1, -3.5], [1.4, 1.4, -0.6], [1.1, 2.5, -0.4], [2.1, -2.4, -3.5], [0.1, -0.5, 2.2], [2.9, 1.0, -0.7], [-0.4, 1.3, 2.6], [-0.1, 0.4, -1.3], [-1.6, -1.2, 0.2], [-0.1, -1.0, 0.1], [0.0, -0.3, -0.1], [0.0, -0.6, 1.9], [-1.8, 0.1, 0.8], [-0.4, 1.4, 1.5], [-0.6, -0.1, -0.8], [-1.5, -2.8, -0.2], [-1.6, 1.9, 1.9]]
}

---

(4)
{
  "formula": "C3H6N2O",
  "method": "ωB97M-V/def2-TZVPD",
  "homo_energy_ev": [-8.92, -8.27],
  "homo_lumo_gap_ev": [9.1, 8.5],
  "e_tot_ev": -8231.8578,
  "lumo_energy_ev": [0.16, 0.28],
  "multiplicity": 1,
  "de_lowest_kj_mol": 467.1,
  "elements": ["C", "C", "C", "N", "N", "O", "H", "H", "H", "H", "H", "H"],
  "coordinates": [[-0.199, 0.105, -0.162], [-1.981, 1.720, 1.381], [1.676, -1.174, -0.829], [-2.055, 1.359, 0.192], [0.378, -0.675, -1.173], [0.282, 0.189, 0.935], [-1.003, 1.669, 1.895], [-0.279, -0.922, -1.839], [-2.798, 1.977, 1.972], [1.659, -2.157, -1.380], [2.483, -0.609, -1.250], [1.837, -1.483, 0.258]],
  "forces_ev_per_angstrom": [[0.8, -0.1, 1.4], [2.7, -1.1, -1.1], [0.0, -4.0, -0.6], [-0.5, -0.6, -0.7], [-1.2, 3.7, 4.0], [-0.1, 0.2, -0.9], [-0.1, -0.2, 0.0], [-0.5, -1.0, -1.9], [-1.7, 0.9, 0.7], [0.7, 0.7, 0.5], [0.4, 0.6, 0.1], [-0.5, 1.0, -1.5]]
}

---

(5)
{
  "formula": "CH6N3OP",
  "method": "ωB97M-V/def2-TZVPD",
  "homo_energy_ev": [-8.73, -7.66],
  "homo_lumo_gap_ev": [8.5, 7.5],
  "e_tot_ev": -16939.2937,
  "lumo_energy_ev": [-0.19, -0.13],
  "multiplicity": 1,
  "de_lowest_kj_mol": 281.2,
  "elements": ["C", "N", "N", "N", "O", "P", "H", "H", "H", "H", "H", "H"],
  "coordinates": [[-1.938, -1.072, 0.654], [-1.147, -1.324, -0.259], [0.939, 1.917, -0.714], [1.851, -0.529, 0.231], [0.078, 0.954, 1.637], [0.546, 0.640, 0.305], [-2.883, -1.662, 0.860], [-1.779, -0.285, 1.325], [0.679, 2.810, -0.412], [1.115, 1.779, -1.712], [1.661, -1.050, 1.010], [1.710, -1.016, -0.592]],
  "forces_ev_per_angstrom": [[-1.6, -1.3, 0.1], [1.3, 1.2, -0.7], [0.3, -2.3, -0.1], [-0.4, 4.9, -0.4], [-0.2, 0.9, 1.4], [0.7, -2.7, -2.7], [0.9, 0.1, -0.4], [0.1, 1.5, 1.3], [-0.5, 1.4, 0.3], [-0.2, 0.1, 0.8], [-0.4, -2.2, 2.3], [-0.2, -1.6, -1.8]]
}

---

(6)
{
  "formula": "C31H38ClN9ORe",
  "method": "ωB97M-V/def2-TZVPD",
  "homo_energy_ev": [-13.01, -13.20],
  "homo_lumo_gap_ev": [6.5, 5.8],
  "e_tot_ev": -62858.2187,
  "lumo_energy_ev": [-6.47, -7.40],
  "s2": 3.780,
  "multiplicity": 4,
  "de_lowest_kj_mol": 15.0,
  "charge": 2,
  "elements": ["Re", "C", "N", "C", "C", "N", "C", "C", "C", "C", "C", "C", "C", "C", "C", "N", "C", "N", "C", "C", "N", "C", "C", "C", "N", "C", "C", "H", "H", "H", "H", "H", "H", "H", "H", "H", "H", "H", "H", "H", "H", "H", "H", "H", "H", "H", "H", "H", "H", "H", "H", "H", "H", "H", "H", "H", "H", "Cl", "C", "C", "C", "C", "C", "C", "C", "H", "H", "H", "H", "H", "H", "N", "C", "O", "C", "C", "N", "C", "N", "H", "H"],
  "coordinates": [[0.357, 0.532, 0.342], [-3.274, 2.628, -1.301], [-3.105, 2.742, 0.143], [-4.108, 3.580, 0.791], [-2.197, 2.042, 0.820], [-1.656, 0.890, 0.312], [-2.543, 0.007, -0.371], [-3.814, -0.171, 0.136], [-4.807, -0.838, -0.591], [-4.542, -1.257, -1.864], [-3.239, -1.151, -2.398], [-2.962, -1.599, -3.712], [-1.690, -1.559, -4.210], [-0.628, -1.191, -3.371], [-0.852, -0.779, -2.077], [0.267, -0.709, -1.194], [0.908, -1.939, -0.924], [0.265, -4.219, -1.490], [-0.376, -5.501, -1.217], [1.252, -4.244, -2.567], [3.103, -1.276, -0.663], [2.833, 0.127, -0.649], [4.452, -1.746, -0.374], [-2.189, -0.613, -1.603], [-1.781, 2.464, 2.024], [-1.183, 1.530, 2.972], [-1.695, 3.872, 2.399], [-4.147, 2.019, -1.547], [-2.392, 2.196, -1.755], [-3.424, 3.629, -1.706], [-5.082, 3.321, 0.373], [-3.926, 4.638, 0.598], [-4.140, 3.401, 1.861], [-4.060, 0.254, 1.104], [-5.783, -0.984, -0.150], [-5.318, -1.711, -2.466], [-3.781, -1.965, -4.317], [-1.488, -1.862, -5.228], [0.390, -1.240, -3.738], [-0.531, -5.633, -0.149], [0.271, -6.300, -1.571], [-1.341, -5.582, -1.719], [2.237, -4.510, -2.183], [1.318, -3.278, -3.057], [0.946, -4.982, -3.305], [2.306, 0.461, -1.541], [3.758, 0.688, -0.550], [2.195, 0.377, 0.253], [4.442, -2.830, -0.335], [4.800, -1.359, 0.586], [5.144, -1.423, -1.153], [-1.454, 1.835, 3.982], [-0.086, 1.523, 2.911], [-1.560, 0.526, 2.797], [-1.770, 4.509, 1.522], [-0.725, 4.046, 2.867], [-2.468, 4.151, 3.116], [0.198, 2.473, -2.791], [1.745, 2.943, -2.169], [2.743, 3.316, -3.051], [4.013, 3.586, -2.566], [4.275, 3.477, -1.209], [3.257, 3.142, -0.332], [1.961, 2.888, -0.785], [0.851, 2.584, 0.173], [2.530, 3.395, -4.108], [4.800, 3.883, -3.246], [5.271, 3.671, -0.833], [3.454, 3.105, 0.734], [-0.005, 3.232, -0.032], [1.205, 2.797, 1.200], [-1.813, -2.377, 2.343], [-0.904, -2.204, 1.368], [-0.001, -1.327, 1.552], [-0.992, -3.071, 0.216], [0.033, -3.144, -0.754], [2.159, -2.163, -0.726], [-2.183, -3.834, 0.115], [-3.204, -4.361, 0.027], [-2.456, -3.153, 2.325], [-1.649, -1.935, 3.233]],
  "forces_ev_per_angstrom": [[-2.1, -1.1, -0.3], [-0.1, 0.0, -0.2], [0.2, 0.1, 0.1], [-0.2, 0.0, 0.0], [-0.1, 0.0, -0.2], [0.5, 0.1, 0.2], [-0.5, -0.3, 0.0], [0.4, 0.1, 0.1], [-0.1, -0.1, -0.2], [-0.1, 0.0, 0.1], [0.1, 0.1, 0.1], [0.1, 0.0, -0.1], [-0.2, -0.1, 0.0], [0.2, 0.2, 0.3], [-0.2, 0.0, -0.3], [-0.1, 0.9, 0.9], [0.1, -0.3, 0.0], [0.0, 0.4, 0.2], [-0.1, -0.3, 0.1], [0.1, 0.1, -0.2], [0.3, 0.9, 0.0], [0.6, -0.9, -1.3], [0.2, 0.0, 0.2], [0.1, 0.0, 0.0], [0.2, -0.2, 0.1], [-0.2, 0.0, 0.0], [0.0, 0.2, 0.0], [0.0, 0.0, 0.1], [0.1, 0.0, 0.0], [0.0, 0.0, 0.0], [0.0, 0.0, 0.0], [0.0, 0.0, 0.0], [0.0, 0.0, 0.0], [0.0, 0.0, 0.0], [0.0, 0.0, 0.0], [0.0, 0.0, 0.0], [0.0, 0.0, 0.0], [0.0, 0.0, 0.0], [0.0, 0.0, 0.0], [0.0, 0.0, 0.0], [0.1, 0.1, 0.0], [0.0, 0.0, 0.0], [0.0, -0.1, 0.0], [0.0, 0.0, 0.0], [-0.1, 0.0, 0.0], [0.2, 0.0, 0.1], [-0.1, 0.0, 0.3], [0.9, 0.0, 0.7], [-0.1, 0.0, 0.0], [0.0, 0.0, 0.0], [0.0, 0.0, 0.0], [0.1, 0.0, 0.0], [0.0, 0.0, 0.1], [0.0, 0.0, 0.0], [0.0, 0.0, 0.0], [0.0, 0.0, 0.0], [0.0, 0.0, 0.0], [-0.2, 0.0, -0.1], [0.2, 0.0, 0.5], [0.0, 0.0, -0.1], [0.1, 0.0, 0.0], [0.1, 0.0, 0.0], [-0.2, 0.2, 0.0], [0.1, 0.3, -0.2], [0.0, -0.4, -0.2], [0.0, -0.1, 0.0], [0.0, 0.0, 0.0], [0.0, 0.0, 0.0], [0.0, 0.0, 0.0], [-0.1, -0.1, 0.0], [-0.1, 0.0, 0.0], [0.2, 0.1, 0.0], [-0.4, -0.6, -0.2], [0.4, 1.1, -0.3], [0.2, 0.4, 0.2], [0.0, -0.1, -0.1], [-0.6, -0.7, 0.0], [-0.3, 0.0, -0.2], [0.1, 0.0, 0.1], [0.0, 0.0, -0.1], [0.0, 0.0, 0.0]]
}